Molecular formula: C46H122N10O13
Method: DFT, ωB97M-V with the def2-TZVPD basis set

Last column: Mulliken charge in e.
Atoms and positions in Å:
O (20.9436, 0.7389, -10.2924)  -0.3856
O (13.4171, -0.4843, 1.9613)  -0.3449
O (11.3565, 3.7431, -5.4404)  -0.2742
O (16.8320, -0.3804, -1.2281)  -0.1065
O (21.6266, 2.0151, -4.0962)  -0.1025
O (14.5795, 8.5954, -4.2858)  -0.4311
O (29.3929, 5.4441, -6.0301)  -0.3507
O (15.3522, 4.4099, -9.4987)  -0.5297
O (23.5909, 4.3835, -7.8366)  -0.2872
O (18.6743, 4.7169, -5.0529)  0.0733
O (21.6049, 8.8529, -3.9208)  -0.2315
O (14.7984, 3.7414, -1.2362)  -0.1303
O (21.4317, 7.7943, -8.7013)  0.1849
N (20.3679, 4.1232, -2.4725)  -0.5635
N (17.7084, 9.1998, -6.1451)  -0.2659
N (28.0379, 5.3975, -8.3667)  -0.4451
N (16.9144, 0.6011, -3.8771)  -0.0244
N (20.6351, 5.0782, -7.6037)  0.3226
N (24.8258, 10.3849, -3.1107)  -0.7179
N (24.6370, 9.7924, -9.1405)  -0.6989
N (13.7368, 2.8265, -6.9076)  -0.3242
N (19.1329, 2.3536, -8.2457)  0.4280
N (12.6652, 1.5602, 0.3154)  -0.5958
C (10.0088, 3.5652, -5.2726)  -0.8044
C (21.3331, 1.6770, -11.3327)  -0.6427
C (15.7932, 8.2190, -4.8733)  -0.5834
C (29.1981, 7.2197, -9.4128)  -1.6107
C (30.4165, 4.3269, -6.0508)  -0.7390
C (16.8910, -0.8555, -3.4969)  0.3064
C (22.4461, 3.5952, -7.3828)  -0.7224
C (22.4713, 9.9278, -3.5188)  -0.9533
C (19.6880, 5.9520, -6.9383)  -1.6853
C (20.8488, 1.7744, -2.9514)  -0.1273
C (16.4931, 5.2349, -9.4737)  -0.1670
C (13.0342, 1.8915, -1.0167)  -0.6138
C (12.1124, 2.5629, -5.1878)  -0.4249
C (19.5514, 0.6591, -10.0384)  -0.9820
C (18.4802, 5.3699, -6.2852)  0.9094
C (24.4095, 3.6161, -8.5824)  -0.7018
C (13.6211, 0.9066, 2.3793)  -0.7901
C (20.9798, 2.9249, -2.0198)  0.6661
C (23.6651, 8.8013, -9.4806)  0.6066
C (23.8601, 9.3742, -3.1525)  0.6456
C (16.5618, 9.5804, -5.3668)  0.2312
C (20.3383, 2.4892, -0.7116)  -1.8160
C (20.7002, 8.0499, -9.8728)  -1.2866
C (24.2387, 7.4486, -9.7881)  -1.4126
C (13.3660, 3.4604, -1.2490)  -0.7726
C (13.6891, 7.5005, -4.0551)  -0.5467
C (17.9327, 0.3470, -8.2087)  -1.4455
C (15.1215, 3.1949, -7.3741)  0.4976
C (23.8104, 8.6296, -1.8167)  -1.4460
C (17.5337, 4.0740, -4.5027)  -0.3720
C (15.3873, 3.2267, -8.8471)  -0.4338
C (13.9787, -1.3049, 2.9328)  -0.8027
C (15.2906, 5.0525, -0.8548)  -0.9245
C (17.6565, -1.0613, -2.1940)  -0.6894
C (29.3297, 6.1899, -8.2999)  0.5479
C (17.5084, -1.6517, -4.7388)  -1.4546
C (21.4161, 4.4388, -6.6002)  -0.8475
C (22.5446, 8.7141, -8.4149)  -0.9543
C (22.9880, 2.0473, -3.9615)  -1.1046
C (15.4783, 10.4271, -6.1697)  -1.3593
C (13.5436, 2.7941, -5.4835)  0.0851
C (17.0855, -0.5771, 0.1841)  -0.5094
C (20.5442, 9.2237, -4.8371)  -0.6536
C (29.6987, 6.5319, -6.8845)  -0.6810
C (13.8873, 1.7529, 1.0990)  0.1151
C (19.2708, 0.9094, -8.5573)  0.7644
H (21.0279, 0.7686, -2.5715)  0.5595
H (18.0270, 4.6876, -7.0044)  -0.0339
H (20.8935, 2.6723, -11.2670)  0.2428
H (25.2075, 9.4209, -8.3944)  0.2981
H (14.0661, 2.7914, 1.3777)  0.2547
H (14.4541, 5.7024, -0.5976)  0.3867
H (20.1788, 6.6794, -6.2918)  0.5181
H (16.8332, -1.4843, -5.5779)  0.3224
H (28.3679, 7.9102, -9.2640)  0.2952
H (18.0914, 10.0799, -6.4592)  0.3194
H (13.3789, -1.0902, 3.8173)  0.3445
H (14.6610, 10.9196, -5.6429)  0.3062
H (31.4572, 4.6256, -5.9248)  0.3149
H (15.8837, 5.5862, -1.5974)  0.1730
H (24.7295, 8.3567, -1.2982)  0.4231
H (14.1153, 2.0323, -4.9535)  0.1069
H (12.8492, 7.7570, -3.4094)  0.3444
H (23.2012, 9.2284, -10.3697)  0.1783
H (21.9268, 5.1430, -5.9433)  0.6977
H (30.3073, 3.7640, -5.1238)  0.2785
H (23.2095, 1.3447, -4.7649)  0.3630
H (23.2501, 7.6978, -1.8938)  0.2599
H (13.8597, -2.3585, 2.6802)  0.2534
H (15.0117, -1.0935, 3.2090)  0.2878
H (23.4913, 6.8101, -10.2589)  0.2969
H (30.0892, 5.4880, -8.6444)  0.0585
H (13.8287, 1.2707, -1.4307)  0.2355
H (17.7622, 3.4667, -3.6268)  -0.1698
H (22.7741, 2.8060, -6.7061)  0.2247
H (22.0185, 9.6683, -8.3864)  0.4077
H (30.6469, 7.0566, -6.7671)  0.4193
H (19.8340, 8.4011, -4.9215)  -0.3631
H (21.9147, 3.0693, -8.1760)  0.3931
H (21.3485, 5.6750, -7.9973)  0.0385
H (23.0523, 8.3831, -7.5089)  0.3073
H (24.0245, 3.4844, -9.5936)  0.2909
H (16.9239, 3.4726, -5.1769)  -0.1727
H (21.0796, 1.1880, -12.2733)  0.3682
H (16.0408, 11.1967, -6.6983)  0.4185
H (20.6954, 4.3010, -3.4112)  0.3114
H (20.8598, 1.7153, -0.1484)  0.4888
H (24.5097, 2.6412, -8.1053)  0.3747
H (22.4315, 10.7229, -4.2633)  0.3944
H (24.6532, 6.8492, -8.9775)  0.2593
H (15.9102, -1.1955, -3.1647)  0.3230
H (20.9636, 8.7745, -10.6434)  0.4519
H (20.3668, 3.2692, 0.0494)  0.4753
H (21.8737, 10.2637, -2.6714)  0.3658
H (14.5349, 1.0855, 2.9459)  0.4219
H (16.8411, 10.1280, -4.4667)  0.3183
H (19.7829, 1.7406, -3.1771)  -0.4900
H (24.1315, 8.6228, -3.8939)  0.1844
H (30.1028, 7.8070, -9.5695)  0.4043
H (23.3711, 1.5932, -3.0477)  0.4915
H (23.5039, 2.9952, -4.1143)  0.2444
H (19.3830, 3.9892, -2.6514)  -0.0075
H (9.4650, 4.4445, -5.6177)  0.2410
H (17.8798, 0.8336, -4.0616)  -0.1717
H (15.8312, 2.4835, -6.9519)  -0.2301
H (28.9442, 6.6173, -10.2850)  0.4083
H (16.4848, 6.0450, -10.2029)  0.3679
H (19.2812, 2.2232, -0.7118)  0.1298
H (16.6244, 5.7274, -8.5102)  -0.0754
H (20.0094, 0.4749, -7.8837)  0.2702
H (16.3733, 2.7866, -8.9960)  0.0425
H (17.7138, -2.1302, -1.9884)  0.4815
H (13.1023, 3.5643, -7.1780)  0.3219
H (9.6341, 2.6996, -5.8190)  0.3238
H (12.7219, 1.1047, 2.9626)  0.4533
H (18.0660, -0.2119, 0.4896)  0.3001
H (17.7531, 6.1452, -6.0436)  -0.1705
H (19.2513, 2.7761, -9.1554)  0.2141
H (15.6105, 7.6687, -5.7962)  0.2885
H (20.7614, 3.7616, -6.0516)  0.5783
H (18.5245, -1.4125, -5.0525)  0.2547
H (13.3202, 7.1676, -5.0253)  0.3370
H (20.8268, 9.6580, -5.7960)  0.5120
H (22.0099, 3.2584, -1.8947)  0.5765
H (17.7717, 0.4476, -7.1354)  0.0263
H (14.7750, 1.4750, 0.5309)  -0.0934
H (27.7140, 5.4553, -7.4118)  0.2733
H (24.7410, 10.9446, -2.2743)  0.2739
H (11.5921, 1.6594, -5.5055)  0.5289
H (18.6384, -0.5916, -2.2517)  0.0562
H (16.9366, -1.6335, 0.4078)  0.3263
H (17.4267, 4.6941, -9.6288)  0.1305
H (27.4009, 5.7363, -9.0735)  0.1963
H (9.8093, 3.5379, -4.2013)  0.2932
H (24.0507, 10.5473, -8.8142)  0.3140
H (15.4236, 4.0837, -6.8202)  -0.0411
H (12.0637, 1.7626, -1.4959)  0.4936
H (18.9200, 1.1760, -10.7610)  0.3780
H (25.4199, 3.9924, -8.7424)  0.1204
H (29.0545, 7.3536, -6.5717)  0.3540
H (19.3084, -0.4031, -10.0678)  0.4380
H (16.8036, 1.1511, -3.0372)  0.1775
H (22.4218, 1.6860, -11.2799)  0.2089
H (14.6973, 2.4486, -9.1737)  0.4290
H (25.0902, 7.4348, -10.4685)  0.4675
H (12.8873, 3.8113, -2.1632)  0.4074
H (16.4070, 0.0150, 0.7982)  -0.0486
H (13.8065, 3.7668, -5.0679)  0.0938
H (17.4763, -2.7112, -4.4850)  0.5158
H (16.9277, 4.8678, -4.0660)  0.3630
H (15.7801, 5.1060, 0.1176)  0.3017
H (16.4281, 7.7196, -4.1414)  0.4061
H (19.9343, 2.8123, -7.8366)  -0.8266
H (23.2440, 9.2815, -1.1516)  0.3377
H (18.3273, 8.6760, -5.5430)  -0.2877
H (20.0728, 10.1132, -4.4192)  0.6688
H (14.1633, 6.7333, -3.4432)  0.0647
H (12.0712, 2.5505, -4.0987)  -0.0841
H (17.0690, 0.7167, -8.7614)  0.1962
H (19.6437, 8.1598, -9.6281)  0.2850
H (15.0373, 9.8563, -6.9869)  0.3217
H (30.2925, 3.7501, -6.9673)  0.2887
H (12.8208, 3.9940, -0.4705)  0.5619
H (20.8036, 7.1011, -10.3993)  0.3708
H (12.5365, 0.5584, 0.3250)  0.3164
H (25.6956, 9.9135, -2.9074)  0.3032
H (19.3573, 6.6400, -7.7164)  0.2500
H (17.8900, -0.7387, -8.1227)  0.6154

Values from the calculation:
energy = -3350.9602 hartree
total charge = 0
structure (SMILES) = COC[C@H](C)N.COC[C@H](C)N.COC[C@H](C)N.COC[C@H](C)N.COC[C@H](C)N.COC[C@H](C)N.COC[C@H](C)N.COCCNCCOC.COCCNCCOC.COCCNCCOC
maximum force = 0.079 Eh/bohr
LUMO energy = 0.0177 Eh
energy above the lowest of the compared OMol25 structures with the same formula, charge and spin = 182.4 kcal per mole
gap between HOMO and LUMO = 8.92 eV